(1)
{
  "formula": "C60H49Br5N8O6S4W",
  "method": "the ωB97M-V functional and the def2-TZVPD basis",
  "total_energy_ev": -482581.480,
  "e_above_lowest_ev": 0.439,
  "charge": 2,
  "gap_ev": 6.30,
  "symbols": ["W", "C", "C", "N", "O", "C", "C", "N", "O", "H", "H", "H", "H", "H", "H", "H", "N", "S", "N", "S", "N", "S", "N", "C", "C", "C", "C", "C", "C", "C", "C", "C", "C", "C", "C", "C", "C", "C", "C", "C", "C", "C", "C", "C", "C", "C", "C", "C", "C", "C", "C", "C", "C", "C", "C", "C", "C", "C", "C", "H", "H", "H", "H", "H", "H", "H", "H", "H", "H", "H", "H", "H", "H", "H", "H", "H", "H", "H", "H", "H", "H", "H", "H", "H", "H", "H", "H", "H", "H", "Br", "C", "C", "Br", "C", "Br", "C", "O", "C", "O", "C", "Br", "N", "C", "S", "N", "C", "C", "C", "C", "C", "C", "H", "H", "H", "H", "H", "H", "H", "H", "Br", "C", "C", "C", "C", "C", "C", "C", "O", "O", "H", "H", "H", "H"],
  "positions_angstrom": [[-0.0656, 0.9328, 0.5378], [-4.6644, 3.8579, -0.3960], [-3.6014, 2.8068, -0.5688], [-3.0130, 2.4727, -1.6490], [-3.3137, 3.1468, -2.8006], [-3.2155, 2.0146, 0.6384], [-4.1205, 1.9729, 1.8221], [-2.0965, 1.4210, 0.6858], [-1.6786, 0.6869, 1.7278], [-4.6909, 4.5912, -1.1990], [-4.4993, 4.4158, 0.5257], [-5.6516, 3.3951, -0.3371], [-3.9093, 3.8851, -2.6096], [-4.0540, 2.9258, 2.3547], [-3.8225, 1.1791, 2.5016], [-5.1565, 1.8275, 1.5142], [0.4316, 0.6707, -1.5006], [0.8208, -0.3310, -2.4836], [0.4129, -1.9010, -2.4403], [0.1885, -3.0216, -1.4116], [-1.2226, -3.2210, -0.7849], [-1.9294, -1.8810, -0.2140], [-1.0533, -0.7227, -0.2597], [-2.5738, -2.3864, 1.3470], [-1.6959, -3.0247, 2.2132], [-2.1305, -3.3269, 3.4925], [-3.4142, -2.9796, 3.8939], [-4.2722, -2.3198, 3.0228], [-3.8562, -2.0155, 1.7363], [-3.3319, -1.7626, -1.2865], [-4.3236, -2.7411, -1.3060], [-5.3586, -2.6072, -2.2154], [-5.3835, -1.5234, -3.0907], [-4.3720, -0.5731, -3.0703], [-3.3311, -0.6877, -2.1582], [0.4028, -4.5015, -2.3370], [1.6894, -4.9916, -2.5216], [1.8540, -6.1167, -3.3115], [0.7488, -6.7253, -3.8952], [-0.5279, -6.2136, -3.6984], [-0.7144, -5.0888, -2.9113], [1.3992, -3.1283, -0.1266], [1.2904, -4.2470, 0.7022], [2.2513, -4.4440, 1.6747], [3.3064, -3.5429, 1.8055], [3.3880, -2.4283, 0.9860], [2.4248, -2.2083, 0.0109], [0.1123, 0.1362, -4.0433], [-0.8066, 1.1764, -3.9984], [-1.3601, 1.6258, -5.1899], [-0.9845, 1.0448, -6.3937], [-0.0693, -0.0025, -6.4163], [0.4896, -0.4668, -5.2363], [2.5649, -0.4787, -2.8090], [3.3776, 0.5593, -2.3847], [4.7421, 0.4769, -2.6304], [5.2694, -0.6239, -3.2900], [4.4399, -1.6643, -3.6994], [3.0795, -1.6013, -3.4568], [-0.6874, -3.2657, 1.8977], [-1.4627, -3.8328, 4.1792], [-3.7498, -3.2227, 4.8948], [-5.2700, -2.0482, 3.3434], [-4.5193, -1.5007, 1.0536], [-4.2817, -3.5919, -0.6357], [-6.1449, -3.3508, -2.2459], [-6.1977, -1.4278, -3.7988], [-4.3853, 0.2586, -3.7656], [-2.5312, 0.0395, -2.1066], [2.5439, -4.5181, -2.0518], [2.8451, -6.5235, -3.4618], [0.8839, -7.6095, -4.5052], [-1.3832, -6.6964, -4.1525], [-1.7009, -4.6776, -2.7373], [0.4726, -4.9482, 0.5754], [2.1800, -5.2982, 2.3352], [4.0632, -3.7083, 2.5622], [4.1984, -1.7186, 1.1065], [2.4687, -1.3211, -0.5995], [-1.0848, 1.6133, -3.0442], [-2.0830, 2.4316, -5.1671], [-1.4039, 1.4097, -7.3238], [0.2124, -0.4585, -7.3572], [1.1948, -1.2872, -5.2535], [2.9482, 1.3809, -1.8292], [5.3972, 1.2685, -2.2893], [6.3344, -0.6796, -3.4787], [4.8593, -2.5277, -4.2020], [2.4278, -2.4127, -3.7539], [6.2122, 0.5952, 3.4436], [4.4470, 0.2223, 2.9295], [3.6608, -0.6677, 3.6834], [4.3561, -1.4948, 5.2178], [2.3535, -0.9287, 3.2977], [1.2158, -2.0778, 4.2550], [1.8368, -0.3221, 2.1636], [0.6213, -0.5457, 1.6570], [2.5926, 0.5952, 1.4393], [1.9540, 1.1404, 0.4113], [3.9035, 0.8596, 1.8187], [4.8744, 2.1082, 0.7957], [1.8168, 3.3676, -2.1839], [1.4210, 3.7725, -0.9782], [-0.1876, 3.3657, -0.4772], [2.2633, 4.5283, -0.2897], [2.1950, 5.2164, 0.9776], [1.0327, 5.4788, 1.6869], [1.1161, 6.1957, 2.8727], [2.3331, 6.6539, 3.3524], [3.4881, 6.3999, 2.6276], [3.4170, 5.6878, 1.4421], [1.1680, 2.8264, -2.7330], [2.6753, 3.6797, -2.6103], [3.1704, 4.6496, -0.7179], [0.0729, 5.1497, 1.3321], [0.2042, 6.3986, 3.4215], [2.3826, 7.2096, 4.2808], [4.4471, 6.7593, 2.9784], [4.3241, 5.4963, 0.8755], [2.4537, 2.4924, 4.5479], [0.7532, 1.8799, 5.1108], [0.6812, 1.2945, 6.3634], [-0.5505, 0.9320, 6.8885], [-1.7144, 1.1935, 6.1821], [-1.6351, 1.7822, 4.9318], [-0.4050, 2.1070, 4.3646], [-0.4560, 2.5848, 2.9507], [-1.2950, 3.3573, 2.5766], [0.4542, 2.0161, 2.1023], [1.5877, 1.1416, 6.9333], [-0.5961, 0.4605, 7.8624], [-2.6798, 0.9467, 6.6055], [-2.5293, 1.9931, 4.3597]]
}

(2)
{
  "formula": "C60H56N4O4P3S2SiSr",
  "method": "the ωB97M-V functional and the def2-TZVPD basis",
  "total_energy_ev": -135529.114,
  "e_above_lowest_ev": 0.954,
  "charge": 1,
  "gap_ev": 6.78,
  "symbols": ["Sr", "C", "C", "C", "C", "C", "C", "P", "C", "C", "C", "C", "C", "C", "C", "C", "C", "C", "C", "C", "Si", "C", "C", "C", "C", "C", "C", "P", "C", "C", "C", "C", "C", "C", "C", "C", "C", "C", "C", "C", "C", "C", "C", "C", "C", "C", "P", "C", "C", "C", "C", "C", "C", "C", "C", "C", "C", "C", "C", "H", "H", "H", "H", "H", "H", "H", "H", "H", "H", "H", "H", "H", "H", "H", "H", "H", "H", "H", "H", "H", "H", "H", "H", "H", "H", "H", "H", "H", "H", "H", "H", "H", "H", "H", "H", "H", "H", "H", "H", "H", "H", "N", "C", "N", "C", "C", "S", "C", "C", "S", "C", "N", "N", "H", "H", "H", "H", "H", "H", "O", "H", "H", "O", "H", "H", "O", "H", "H", "O", "H", "H"],
  "positions_angstrom": [[-0.5582, -0.0913, 0.3231], [-1.9015, 0.1524, 6.1314], [-0.9521, -0.8474, 5.9660], [0.0885, -0.6673, 5.0732], [0.2150, 0.5251, 4.3562], [-0.7440, 1.5171, 4.5245], [-1.7919, 1.3334, 5.4136], [1.5389, 0.5648, 3.0953], [3.0253, 0.4096, 4.1647], [3.0252, 0.5024, 5.5523], [4.2186, 0.4628, 6.2504], [5.4200, 0.3201, 5.5775], [5.4260, 0.2167, 4.1958], [4.2367, 0.2634, 3.4944], [1.7797, 2.3505, 2.7582], [1.9623, 3.2082, 3.8400], [2.3606, 4.5157, 3.6442], [2.6202, 4.9563, 2.3583], [2.4319, 4.1018, 1.2866], [1.9826, 2.7940, 1.4501], [1.6877, 1.6109, -0.0352], [1.3236, 2.5487, -1.6776], [1.0765, 3.9065, -1.8447], [0.6660, 4.4367, -3.0567], [0.4754, 3.6075, -4.1498], [0.7156, 2.2537, -4.0134], [1.1341, 1.7327, -2.7949], [1.5594, -0.0498, -2.6649], [0.0054, -0.8192, -3.2442], [-1.2369, -0.1966, -3.1673], [-2.3641, -0.8289, -3.6651], [-2.2683, -2.0905, -4.2302], [-1.0462, -2.7468, -4.2440], [0.0795, -2.1186, -3.7449], [2.4961, -0.0517, -4.2515], [1.9977, -0.4001, -5.5022], [2.7776, -0.2181, -6.6308], [4.0594, 0.2926, -6.5200], [4.5716, 0.6181, -5.2747], [3.7924, 0.4495, -4.1467], [3.4805, 0.9218, -0.2266], [4.4853, 1.8812, -0.3421], [5.8219, 1.5392, -0.4285], [6.1860, 0.2050, -0.4407], [5.2074, -0.7670, -0.3557], [3.8616, -0.4250, -0.2217], [2.5886, -1.7423, -0.1026], [2.9012, -2.4412, 1.5807], [1.7766, -2.8059, 2.3177], [1.9045, -3.4069, 3.5583], [3.1615, -3.6495, 4.0862], [4.2861, -3.2794, 3.3662], [4.1586, -2.6837, 2.1246], [3.4367, -3.0407, -1.0929], [3.5391, -4.3726, -0.6934], [4.1244, -5.3113, -1.5276], [4.6110, -4.9414, -2.7709], [4.4936, -3.6239, -3.1868], [3.9004, -2.6902, -2.3598], [-2.7245, 0.0110, 6.8172], [-1.0258, -1.7644, 6.5339], [0.8331, -1.4377, 4.9260], [-0.6608, 2.4385, 3.9684], [-2.5223, 2.1186, 5.5533], [2.0972, 0.6119, 6.0954], [4.2090, 0.5568, 7.3266], [6.3467, 0.2940, 6.1301], [6.3620, 0.1094, 3.6675], [4.2387, 0.1975, 2.4145], [1.8198, 2.8385, 4.8456], [2.5078, 5.1732, 4.4876], [2.9860, 5.9595, 2.1910], [2.6812, 4.4660, 0.3005], [1.2086, 4.5915, -1.0232], [0.4993, 5.4989, -3.1559], [0.1672, 4.0075, -5.1039], [0.5819, 1.5979, -4.8626], [-1.3107, 0.8052, -2.7641], [-3.3216, -0.3285, -3.6348], [-3.1419, -2.5605, -4.6587], [-0.9706, -3.7400, -4.6647], [1.0373, -2.6234, -3.7672], [0.9942, -0.7880, -5.6104], [2.3769, -0.4716, -7.6017], [4.6542, 0.4476, -7.4061], [5.5757, 1.0052, -5.1850], [4.1725, 0.7338, -3.1718], [4.2200, 2.9280, -0.3681], [6.5755, 2.3098, -0.4923], [7.2241, -0.0802, -0.5291], [5.5030, -1.8053, -0.4146], [0.7868, -2.6309, 1.9095], [1.0212, -3.7032, 4.1090], [3.2670, -4.1288, 5.0485], [5.2697, -3.4700, 3.7706], [5.0522, -2.4143, 1.5848], [3.1859, -4.6769, 0.2836], [4.2132, -6.3374, -1.2006], [5.0827, -5.6733, -3.4094], [4.8746, -3.3206, -4.1517], [3.8171, -1.6642, -2.6869], [-2.2674, -3.5576, -1.3370], [-3.2303, -2.6649, -1.0890], [-3.1196, -1.6228, -0.3262], [-4.3155, -0.9589, -0.1953], [-5.3507, -1.4985, -0.8982], [-4.8420, -2.9000, -1.7663], [-4.4345, 0.2118, 0.6585], [-5.6136, 0.6939, 1.1476], [-5.3536, 2.1256, 2.0726], [-3.6274, 1.9503, 1.7539], [-3.3222, 0.9265, 1.0242], [-2.7575, 2.8119, 2.3016], [-1.3061, -3.3537, -1.0838], [-2.4319, -4.2851, -2.0080], [-6.3674, -1.1674, -0.9599], [-6.6065, 0.3089, 1.0356], [-3.1524, 3.6592, 2.6716], [-1.8420, 2.9008, 1.8684], [-1.5845, -1.4612, 2.3964], [-2.5313, -1.3964, 2.2360], [-1.4317, -1.2375, 3.3244], [0.4608, -3.5901, -0.7693], [0.7116, -4.1744, -0.0470], [1.0621, -3.7689, -1.4982], [-1.9907, 3.1087, -1.7468], [-1.7154, 3.4590, -2.5999], [-2.9488, 3.1611, -1.7112], [-0.6989, 3.7089, 0.6834], [-0.0713, 4.4338, 0.6410], [-1.1061, 3.6189, -0.1928]]
}